No. 1
Density functional theory data (ωB97M-V/def2-TZVPD) for a cluster of 2 separate species, C4H8O3 in total.

```
15
C4H8O3 | the OMol25 dataset | ωB97M-V/def2-TZVPD
O -2.482 -1.429 0.508
O 0.629 0.411 0.442
O 0.298 -1.734 -0.468
C -1.425 -0.586 0.738
C 2.033 0.233 0.305
C -0.188 -0.828 0.197
C -0.518 1.237 -0.880
H -1.558 1.440 -0.663
H 2.385 -0.365 1.153
H -2.134 -2.182 0.008
H -0.348 0.578 -1.726
H 2.488 1.226 0.349
H 2.287 -0.281 -0.625
H -1.596 0.173 1.489
H 0.129 2.107 -0.827
```

frontier orbital gap (alpha / beta) = 6.14 / 7.52 eV
net charge = 0
highest occupied orbital energy (alpha / beta) = -6.826 / -7.445 eV


No. 2
Density functional theory data (ωB97M-V/def2-TZVPD) for an isolated molecule of C4H8O3.

```
15
C4H8O3 | the OMol25 dataset | ωB97M-V/def2-TZVPD
O 0.483 0.142 -1.698
O 0.091 1.186 0.277
O -0.280 -0.558 2.431
C -0.242 -1.160 0.102
C 1.100 1.344 -2.134
C -0.999 -1.238 1.386
C 0.109 0.028 -0.415
H 0.397 2.184 -2.127
H 0.085 0.925 1.220
H -1.182 -2.285 1.663
H -1.983 -0.753 1.274
H -0.879 -0.504 3.187
H 1.416 1.143 -3.159
H 1.968 1.599 -1.520
H -0.085 -2.051 -0.488
```

frontier orbital gap = 8.87 eV
SMILES string = CO/C(O)=C/CO
net charge = 0
highest occupied orbital energy = -8.105 eV


No. 3
Density functional theory data (ωB97M-V/def2-TZVPD) for an isolated molecule of C4H8O3.

```
15
C4H8O3 | the OMol25 dataset | ωB97M-V/def2-TZVPD
O 2.387 -0.116 0.665
O -1.828 0.305 1.169
O 0.946 -1.137 -0.751
C 2.129 -0.635 -0.391
C -0.595 0.386 0.469
C -0.845 1.135 -0.826
C -0.110 -1.046 0.221
H 2.843 -0.767 -1.217
H -0.932 -1.625 -0.205
H 0.221 -1.513 1.155
H -1.552 0.585 -1.457
H -1.266 2.120 -0.607
H 0.087 1.269 -1.384
H 0.153 0.923 1.065
H -1.637 0.116 2.096
```

frontier orbital gap = 11.26 eV
SMILES string = C[C@@H](O)COC=O
net charge = 0
highest occupied orbital energy = -10.455 eV


No. 4
Density functional theory data (ωB97M-V/def2-TZVPD) for an isolated molecule of C4H8O3.

```
15
C4H8O3 | the OMol25 dataset | ωB97M-V/def2-TZVPD
O -1.525 1.553 -0.250
O 2.894 -0.137 0.098
O 0.291 -0.615 -0.082
C -1.131 -0.774 -0.238
C 2.086 -0.139 1.248
C 0.633 -0.425 1.168
C -1.669 0.388 -1.032
H 2.455 -0.864 1.989
H -1.309 -1.729 -0.738
H -2.723 0.176 -1.264
H -1.109 0.463 -1.976
H 2.100 0.841 1.756
H 2.304 -0.271 -0.656
H -1.542 -0.780 0.774
H -1.755 2.313 -0.797
```

frontier orbital gap = 9.30 eV
net charge = 0
highest occupied orbital energy = -8.605 eV


No. 5
Density functional theory data (ωB97M-V/def2-TZVPD) for a cluster of 2 separate species, C4H8O3 in total.

```
15
C4H8O3 | the OMol25 dataset | ωB97M-V/def2-TZVPD
O 0.197 0.558 1.712
O -1.690 1.900 0.480
O 2.129 1.409 -0.410
C 0.287 -1.007 -0.082
C -0.016 -1.492 -1.282
C -1.532 0.769 0.083
C -0.600 -0.181 0.818
H 0.700 -2.097 -1.829
H -0.972 -1.321 -1.770
H -0.253 1.418 1.813
H -1.258 -0.870 1.381
H 1.258 -1.221 0.364
H 1.721 1.164 0.434
H -2.086 0.379 -0.790
H 2.117 0.591 -0.919
```

frontier orbital gap = 10.93 eV
SMILES string = C=C[C@@H](O)C=O.O
net charge = 0
highest occupied orbital energy = -10.320 eV


No. 6
Density functional theory data (ωB97M-V/def2-TZVPD) for an isolated molecule of C4H8O3 in a non-equilibrium geometry.

```
15
C4H8O3 | the OMol25 dataset | ωB97M-V/def2-TZVPD
O 2.465 0.337 1.051
O 0.332 -0.993 1.813
O 0.111 -1.335 -0.851
C -0.995 0.614 -1.374
C -0.705 -0.320 -0.203
C 0.096 0.136 1.023
C 1.415 0.785 0.650
H 1.384 1.704 0.034
H -0.207 -2.229 -0.694
H -0.683 -0.161 -2.095
H -1.647 -0.741 0.175
H -0.356 1.499 -1.473
H 1.300 -1.089 1.842
H -0.465 0.890 1.606
H -2.044 0.904 -1.505
```

frontier orbital gap = 11.12 eV
SMILES string = C[C@@H](O)[C@@H](O)C=O
net charge = 0
highest occupied orbital energy = -10.366 eV


Calculated total energy in a.u., matching the order above: -382.748492 -382.890536 -382.928849 -382.813449 -382.887025 -382.890559
Energy relative to the best compared isomer or geometry (same formula, charge and spin) in kJ/mol, matching the order above: 568.0 195.0 94.4 397.4 204.2 195.0